Record 1
This record from the Open Molecules 2025 dataset describes a molecular structure, C10H19NP in a non-equilibrium geometry. The level of theory is the ωB97M-V functional and the def2-TZVPD basis.

```
31
Properties=species:S:1:pos:R:3:lowdin_charge:R:1
C -3.013 -1.702 -1.273 -0.061
C -2.545 -0.265 -1.046 -0.246
C -2.167 0.329 -2.399 -0.500
C -0.951 -0.480 -2.733 -0.213
C -1.539 -1.406 -1.001 -0.207
C 2.089 1.607 2.348 -0.057
C 2.380 0.844 -0.178 -0.086
C 0.477 0.037 1.286 -0.137
C 0.425 -1.399 0.570 -0.083
C 1.948 0.504 1.240 -0.405
N -0.944 -1.997 0.220 0.098
P -0.609 1.286 -2.355 1.001
H -3.568 -2.225 -0.460 0.122
H -3.363 -2.116 -2.243 0.129
H -3.135 0.266 -0.249 0.162
H -2.813 0.606 -3.351 0.163
H -0.639 -1.049 -3.546 0.062
H 2.218 1.173 3.356 0.090
H 1.326 2.338 2.384 0.059
H 2.977 2.154 1.962 0.084
H 3.023 1.738 -0.254 0.095
H 1.493 1.102 -0.737 -0.016
H 2.744 -0.052 -0.702 0.083
H 0.013 -0.171 2.162 0.079
H -0.175 0.647 0.696 0.087
H 0.893 -1.984 1.266 0.089
H 1.060 -1.402 -0.356 0.134
H 2.660 -0.391 1.610 0.174
H -1.608 -1.705 0.961 0.186
H -1.060 -3.012 0.033 0.201
H -0.615 1.552 -3.651 -0.089
```

calculated total energy: -788.07190 Eh
largest force on an atom: 5.1 eV/Å
net charge: +1

---

Record 2
This record from the Open Molecules 2025 dataset describes 5 unconnected molecules or ions with the total composition C27H62BFO12P in a non-equilibrium geometry. The level of theory is the ωB97M-V functional and the def2-TZVPD basis.

```
104
Properties=species:S:1:pos:R:3:lowdin_charge:R:1
C 8.609 -1.160 0.745 -0.120
C 7.848 0.000 1.566 -0.121
C 6.245 -0.134 1.462 -0.376
O 5.704 -1.227 1.743 0.053
O 5.571 1.011 1.007 -0.052
C 4.242 1.141 1.592 -0.153
C 3.541 2.445 0.949 -0.053
C 2.069 2.184 0.405 -0.410
F 1.720 3.512 -0.151 -0.088
O 2.008 1.379 -0.786 -0.243
P 0.797 0.155 -0.427 0.528
B -0.329 0.442 -1.966 -0.542
O -0.256 -0.497 -3.091 0.010
O -1.284 1.537 -2.079 -0.109
C -0.539 2.776 -2.356 -0.083
O -0.127 1.207 0.632 -0.323
C 0.849 1.949 1.435 -0.274
C 1.104 1.222 2.837 -0.145
C -0.304 1.223 3.650 -0.183
C -0.305 -0.070 4.594 -0.207
C -1.426 -1.154 4.241 -0.169
C -1.740 -1.313 2.678 -0.127
O -1.609 -2.759 2.355 -0.121
C -0.322 -2.952 1.798 -0.441
C -0.239 -3.802 0.451 -0.007
O 0.745 -2.544 2.307 0.050
H 9.048 -0.798 -0.249 0.071
H 9.496 -1.602 1.328 0.070
H 7.885 -2.020 0.509 0.073
H 8.199 0.995 1.106 0.110
H 8.222 -0.029 2.639 0.115
H 4.407 1.377 2.709 0.132
H 3.609 0.200 1.513 0.113
H 4.182 2.699 0.025 0.132
H 3.633 3.365 1.629 0.126
H -0.052 -0.948 0.000 -0.023
H 1.439 -0.853 -1.266 -0.018
H 1.761 -0.248 0.600 0.011
H -0.871 -1.238 -2.920 0.080
H 0.494 2.583 -2.790 0.101
H -1.139 3.325 -3.185 0.080
H -0.548 3.399 -1.406 0.093
H 0.309 2.915 1.718 0.152
H 1.894 1.834 3.393 0.115
H 1.435 0.134 2.662 0.097
H -0.269 2.161 4.316 0.105
H -1.199 1.315 2.957 0.110
H -0.536 0.301 5.663 0.099
H 0.719 -0.584 4.685 0.111
H -1.019 -2.168 4.609 0.112
H -2.388 -0.992 4.845 0.099
H -1.016 -0.774 1.987 0.098
H -2.832 -1.025 2.462 0.139
H -1.276 -4.209 0.212 0.078
H 0.514 -4.647 0.660 0.091
H 0.167 -3.216 -0.433 0.077
C -3.734 -4.798 3.585 -0.058
C -3.617 -4.126 4.941 -0.495
C -4.400 -4.876 6.007 -0.070
O -4.105 -2.791 4.845 -0.064
H -4.777 -4.826 3.250 0.081
H -3.174 -4.237 2.832 0.059
H -3.351 -5.822 3.616 0.081
H -2.564 -4.068 5.231 0.136
H -5.466 -4.908 5.758 0.077
H -4.314 -4.372 6.973 0.077
H -4.037 -5.902 6.115 0.077
H -5.035 -2.832 4.588 0.091
C 6.749 -4.676 4.078 -0.063
C 7.259 -4.122 2.757 -0.496
C 7.370 -5.215 1.705 -0.062
O 8.540 -3.523 2.956 -0.072
H 7.434 -5.433 4.475 0.075
H 6.685 -3.883 4.827 0.080
H 5.761 -5.127 3.961 0.081
H 6.586 -3.338 2.403 0.116
H 8.077 -5.990 2.020 0.076
H 7.749 -4.805 0.765 0.075
H 6.401 -5.682 1.518 0.081
H 9.144 -4.208 3.270 0.084
C -5.195 3.186 -5.507 -0.079
C -4.048 2.601 -4.697 -0.492
C -4.438 2.411 -3.242 -0.054
O -2.921 3.467 -4.772 -0.062
H -5.482 4.170 -5.122 0.080
H -4.895 3.328 -6.549 0.067
H -6.071 2.532 -5.480 0.079
H -3.748 1.641 -5.126 0.143
H -4.699 3.369 -2.779 0.084
H -3.601 2.002 -2.670 0.068
H -5.292 1.734 -3.147 0.078
H -3.174 4.319 -4.394 0.090
C -7.748 5.031 -8.053 -0.067
C -6.953 6.255 -8.480 -0.501
C -6.399 6.092 -9.887 -0.069
O -5.878 6.465 -7.568 -0.059
H -7.114 4.138 -8.044 0.074
H -8.130 5.157 -7.036 0.081
H -8.592 4.853 -8.724 0.077
H -7.592 7.141 -8.437 0.137
H -5.719 5.236 -9.941 0.082
H -5.821 6.974 -10.176 0.079
H -7.203 5.946 -10.613 0.077
H -5.305 5.687 -7.597 0.078
```

calculated total energy: -2434.82713 Eh
largest force on an atom: 4.2 eV/Å
net charge: -1

---

Record 3
This record from the Open Molecules 2025 dataset describes a gas-phase ion, C11H14NS (charge +1) in a non-equilibrium geometry. The level of theory is the ωB97M-V functional and the def2-TZVPD basis.

```
27
Properties=species:S:1:pos:R:3:lowdin_charge:R:1
C 3.577 -0.580 1.202 -0.155
C 2.225 -0.425 1.350 -0.058
C 4.095 -0.188 -0.026 -0.341
C 1.624 0.130 0.161 -0.463
C -2.125 1.275 -0.265 -0.056
C -2.783 0.118 0.046 -0.044
C 0.306 0.580 0.092 0.096
C -0.681 1.406 -0.191 -0.248
C -2.107 -1.106 0.611 -0.203
C -0.252 2.870 -0.078 -0.020
C -1.237 -1.858 -1.492 -0.088
N -0.950 -1.568 -0.150 -0.118
S 2.897 0.430 -1.060 1.106
H 4.261 -1.069 2.009 0.163
H 1.686 -0.982 1.974 0.082
H 5.088 -0.179 -0.374 0.069
H -2.637 2.156 -0.754 0.145
H -3.901 0.195 -0.151 0.140
H -1.653 -0.774 1.478 0.094
H -2.876 -1.957 0.728 0.156
H -0.011 3.273 -1.134 0.138
H 0.723 2.941 0.412 0.081
H -0.934 3.426 0.586 0.105
H -0.511 -1.493 -2.120 0.060
H -1.155 -2.915 -1.549 0.089
H -2.249 -1.504 -1.784 0.116
H -0.418 -2.203 0.478 0.155
```

calculated total energy: -880.08942 Eh
largest force on an atom: 5.1 eV/Å
net charge: +1

---

Record 4
This record from the Open Molecules 2025 dataset describes 2 unconnected molecules or ions with the total composition C23H24Cl2O4 in a non-equilibrium geometry. The level of theory is the ωB97M-V functional and the def2-TZVPD basis.

```
53
Properties=species:S:1:pos:R:3:lowdin_charge:R:1
C -5.013 -1.796 2.614 -0.075
C -3.602 -2.169 2.252 -0.249
O -2.764 -1.004 2.140 -0.018
C -1.466 -1.377 1.974 -0.480
C -0.580 -0.222 1.977 -0.111
C -1.108 1.135 2.011 -0.072
C 0.866 -0.386 2.049 -0.491
O 1.650 0.570 2.040 0.023
O 1.307 -1.653 2.133 -0.007
C 2.709 -1.685 2.447 -0.247
C 3.246 -3.074 2.294 -0.078
O -1.161 -2.553 1.817 0.056
H -5.558 -2.737 2.714 0.076
H -5.063 -1.283 3.578 0.079
H -5.509 -1.203 1.841 0.074
H -3.193 -2.819 3.034 0.126
H -3.589 -2.717 1.300 0.116
H -0.262 1.803 1.810 0.078
H -1.894 1.301 1.260 0.080
H -1.511 1.391 3.005 0.095
H 3.269 -1.016 1.784 0.111
H 2.843 -1.338 3.480 0.132
H 4.299 -3.031 2.578 0.075
H 2.753 -3.794 2.949 0.080
H 3.205 -3.409 1.255 0.076
Cl -5.930 -0.373 -2.705 0.715
C -4.254 -0.339 -2.389 -0.676
C -3.622 -1.475 -1.854 -0.083
C -2.266 -1.432 -1.569 -0.001
C -1.495 -0.267 -1.823 -0.209
C -0.101 -0.251 -1.515 0.030
C 0.753 0.804 -1.810 -0.063
C 2.113 0.789 -1.539 0.026
C 3.004 1.873 -1.805 -0.206
C 4.392 1.739 -1.532 -0.005
C 5.279 2.781 -1.769 -0.087
C 4.797 3.994 -2.291 -0.679
Cl 5.877 5.280 -2.580 0.716
C 3.432 4.158 -2.576 -0.088
C 2.549 3.111 -2.337 -0.002
C -2.158 0.857 -2.386 -0.002
C -3.521 0.826 -2.658 -0.088
H -4.197 -2.377 -1.665 0.111
H -1.758 -2.302 -1.149 0.126
H 0.338 -1.151 -1.083 0.132
H 0.339 1.678 -2.306 0.089
H 2.522 -0.119 -1.095 0.127
H 4.744 0.788 -1.129 0.122
H 6.338 2.670 -1.557 0.109
H 3.075 5.101 -2.981 0.109
H 1.491 3.247 -2.559 0.108
H -1.593 1.765 -2.594 0.107
H -4.023 1.694 -3.076 0.109
```

calculated total energy: -2112.08939 Eh
largest force on an atom: 1.9 eV/Å

---

Record 5
This record from the Open Molecules 2025 dataset describes a molecular structure, C39H35ClN7NiO4 in a non-equilibrium geometry. The level of theory is the ωB97M-V functional and the def2-TZVPD basis.

```
87
Properties=species:S:1:pos:R:3:lowdin_charge:R:1
Ni -1.165 -0.571 1.296 0.638
C 3.818 -4.870 -0.723 -0.105
C 2.897 -5.188 0.367 -0.093
C 2.086 -4.343 1.009 -0.005
C 1.941 -2.859 0.771 -0.294
C 3.223 -2.434 -0.935 -0.179
C 3.960 -3.679 -1.313 -0.057
N 1.005 -2.246 1.680 -0.168
C 1.362 -1.843 2.965 -0.148
C 2.333 -2.570 3.662 -0.033
C 2.718 -2.226 4.946 -0.124
C 2.095 -1.148 5.556 -0.131
C 1.150 -0.404 4.875 -0.047
C 0.770 -0.691 3.544 -0.197
N -0.044 0.160 2.805 -0.040
N -0.002 1.389 3.351 0.041
C -0.418 2.474 2.809 -0.324
C -0.071 3.713 3.480 -0.029
C -0.035 4.882 2.820 -0.109
C -0.425 4.912 1.432 -0.099
C -0.967 3.819 0.873 -0.075
N -1.102 2.609 1.551 0.033
H 4.421 -5.693 -1.091 0.089
H 2.856 -6.232 0.661 0.093
H 1.410 -4.741 1.759 0.126
H 3.506 -1.604 -1.577 0.137
H 4.677 -3.592 -2.123 0.096
H 2.786 -3.429 3.182 0.098
H 3.471 -2.806 5.468 0.087
H 2.350 -0.871 6.575 0.088
H 0.706 0.457 5.352 0.087
H 0.234 3.618 4.515 0.106
H 0.282 5.792 3.313 0.089
H -0.343 5.818 0.846 0.089
H -1.353 3.827 -0.134 0.109
C 0.994 2.367 -4.938 -0.049
C -0.215 1.471 -4.955 -0.222
C -0.859 1.148 -6.146 -0.059
C -1.983 0.335 -6.162 -0.097
C -2.467 -0.188 -4.971 -0.072
C -1.829 0.107 -3.775 -0.020
C -0.721 0.947 -3.763 -0.197
N -0.049 1.285 -2.553 0.139
C -0.647 1.198 -1.297 -0.357
N -1.853 1.852 -1.172 0.142
C -2.705 1.640 -0.055 -0.159
C -2.242 1.820 1.260 -0.194
C -3.025 1.335 2.314 -0.031
C -4.296 0.860 2.074 -0.074
C -4.828 0.916 0.795 -0.049
C -4.045 1.304 -0.279 -0.215
C -4.624 1.331 -1.668 -0.036
N -0.081 0.656 -0.290 0.123
C 1.048 -0.198 -0.396 -0.238
C 0.857 -1.390 -0.981 0.019
C 1.683 -2.606 -0.767 -0.122
C 3.292 -2.095 0.592 -0.141
C 3.190 -0.615 0.818 0.000
C 2.234 0.220 0.381 -0.203
C 2.328 1.692 0.701 -0.032
H 1.210 2.742 -5.938 0.071
H 1.884 1.842 -4.579 0.080
H 0.836 3.216 -4.266 0.082
H -0.471 1.551 -7.077 0.104
H -2.470 0.100 -7.101 0.096
H -3.328 -0.846 -4.960 0.109
H -2.202 -0.348 -2.861 0.079
H 0.918 0.997 -2.522 0.135
H -2.311 2.068 -2.042 0.122
H -2.630 1.395 3.320 0.116
H -4.888 0.473 2.896 0.111
H -5.847 0.592 0.613 0.117
H -5.710 1.326 -1.610 0.080
H -4.306 0.452 -2.233 0.059
H -4.336 2.234 -2.217 0.081
H -0.112 -1.571 -1.435 0.106
H 1.244 -3.453 -1.286 0.152
H 4.141 -2.513 1.130 0.143
H 3.997 -0.180 1.402 0.113
H 3.265 1.916 1.210 0.078
H 1.502 2.004 1.342 0.054
H 2.273 2.300 -0.212 0.080
O -3.342 -1.373 -1.338 -0.479
Cl -2.628 -1.977 -0.181 0.758
O -3.597 -2.175 0.906 -0.446
O -2.108 -3.262 -0.636 -0.430
O -0.267 -2.332 1.344 -0.177
```

calculated total energy: -4159.62348 Eh
multiplicity: 3
largest force on an atom: 2.2 eV/Å
expectation value of S²: 2.010
net charge: -1